Entry from OMol25: one molecule with the formula C20H14O4 (ωB97M-V/def2-TZVPD).

Properties
- SMILES = O[C@@H]1O[C@H]2O[C@]13c1c(ccc4cccc2c14)-c1ccccc1[C@H]3O
- HOMO energy (hartree) = -0.3000
- orbital gap (Ha) = 0.29537
- 2S+1 = 1
- LUMO (eV) = -0.1
- energy relative to the best compared isomer or geometry (same formula, charge and spin) (kJ/mol) = 32.8

```
38
Properties=species:S:1:pos:R:3:nbo_charge:R:1
O 2.215 0.924 0.588 -0.712
O 2.410 0.454 -1.673 -0.539
O -0.051 -3.035 0.218 -0.685
O 1.113 -1.417 -1.798 -0.505
C -0.533 -0.766 4.381 -0.206
C 0.460 -1.724 4.279 -0.202
C -1.011 -0.131 3.219 -0.201
C 0.921 -2.127 3.038 -0.183
C -0.958 2.274 -3.921 -0.200
C -2.096 1.023 0.608 -0.200
C 0.128 1.408 -3.891 -0.209
C -0.577 -0.535 1.967 0.009
C -0.997 0.145 0.700 -0.072
C 0.423 -1.516 1.878 -0.049
C -1.780 2.433 -2.784 -0.174
C -2.360 1.824 -0.532 -0.156
C 0.376 0.619 -2.762 -0.047
C -0.190 0.005 -0.430 -0.030
C -1.519 1.696 -1.641 -0.096
C -0.467 0.758 -1.627 0.027
C 1.554 -0.277 -2.559 0.359
C 2.350 -0.136 -0.365 0.365
C 0.926 -2.073 0.570 0.082
C 1.035 -0.926 -0.450 0.160
H 1.603 1.596 0.221 0.487
H -0.906 -2.574 0.241 0.472
H -0.824 -0.459 5.361 0.213
H 0.714 -2.242 5.201 0.213
H -1.702 0.701 3.379 0.214
H 1.625 -2.944 3.033 0.216
H -1.202 2.854 -4.793 0.215
H -2.812 1.118 1.434 0.215
H 0.724 1.393 -4.811 0.220
H -2.581 3.151 -2.804 0.213
H -3.218 2.465 -0.538 0.216
H 2.045 -0.606 -3.488 0.191
H 3.215 -0.815 -0.151 0.178
H 1.950 -2.537 0.701 0.200
```